No. 1
11
Properties=species:S:1:pos:R:3:forces:R:3:nbo_charge:R:1 method="wB97M-V/def2-TZVPD" relative_energy_kcal_mol=22.9 total_charge=0
O -1.665 -1.246 -2.250 -1.0 -0.2 -0.5 -0.5472
O 1.365 0.255 3.366 0.1 0.5 0.4 -0.9398
H -0.749 0.568 -2.397 -0.2 0.1 0.0 0.1362
H -0.144 1.008 1.105 -0.6 -0.8 0.5 0.1411
H 1.734 -0.507 2.934 0.2 -0.5 -0.3 0.4676
C 0.201 0.565 0.171 0.8 1.5 0.5 0.5264
H -1.217 -0.988 -0.025 0.3 0.1 0.8 0.4161
C -1.077 -0.305 -1.817 2.1 0.0 0.3 0.5457
N -0.599 -0.343 -0.496 -1.0 -0.3 -0.8 -0.6927
O 1.250 1.018 -0.219 -0.3 -0.6 -0.9 -0.5268
H 2.111 0.614 3.869 -0.3 0.0 -0.1 0.4733

***

No. 2
7
Properties=species:S:1:pos:R:3:forces:R:3:nbo_charge:R:1 method="wB97M-V/def2-TZVPD" relative_energy_kcal_mol=83.2 total_charge=0
C -0.026 0.243 -0.615 -6.2 -0.9 -4.0 -0.1779
H -0.902 0.919 1.212 -1.6 -0.2 1.2 0.3955
H -1.259 -0.556 -1.106 3.5 2.3 1.2 0.0978
C 0.586 -0.465 0.353 -0.1 0.7 2.7 -0.0123
H 0.339 0.853 -1.375 0.6 0.7 -1.3 0.2103
S 1.351 -1.729 0.817 1.1 -1.6 0.9 0.0775
N -0.089 0.735 0.713 2.7 -1.0 -0.7 -0.5910

***

No. 3
100
Properties=species:S:1:pos:R:3:forces:R:3:mulliken_spin:R:1 method="wB97M-V/def2-TZVPD" relative_energy_kcal_mol=12.8 s2=0.75 multiplicity=2 total_charge=+1
C -3.090 -4.750 -2.025 -0.1 -0.1 0.0 -0.0007
C 3.401 3.209 -0.996 0.2 0.0 -0.1 0.0142
C 3.342 -1.057 0.963 0.1 -0.1 0.0 -0.0085
C 4.732 -1.219 0.867 -0.1 0.0 0.0 -0.0013
C -2.484 -6.336 -0.298 0.1 0.0 0.1 -0.0004
C 1.723 -2.886 -1.471 0.2 0.0 -0.2 0.0011
H 0.937 2.110 2.095 0.4 0.2 0.5 -0.0526
C -3.736 -3.194 -3.757 0.1 0.1 0.0 -0.0001
H 2.607 -4.860 -1.452 0.0 0.0 0.0 0.0004
Cl 0.841 -0.176 5.467 0.0 0.0 0.0 -0.0004
H -2.442 -1.477 -3.995 0.0 0.0 0.0 -0.0002
C -1.368 -5.532 0.033 -0.1 0.0 -0.1 0.0018
H -0.294 4.830 0.610 0.0 0.0 0.0 -0.0006
C -1.247 4.817 0.098 -0.1 0.0 0.0 0.0006
C -3.725 0.648 1.962 0.0 0.1 -0.1 -0.0024
H -3.934 3.876 2.974 0.0 0.0 0.0 0.0000
C -0.707 3.240 2.775 0.1 0.0 0.1 0.0189
C -1.394 -1.509 2.378 -0.2 -0.1 0.2 0.0150
H -2.163 4.607 3.615 0.0 0.0 0.0 -0.0002
C 5.538 2.105 -0.651 -0.1 0.0 0.0 0.0101
N 2.729 0.023 0.543 0.9 0.0 -0.1 -0.0210
C -3.321 1.959 2.186 -0.1 0.0 0.0 0.0004
O 1.378 2.064 -0.391 0.3 0.3 -0.3 -0.0051
Rh 0.835 0.514 0.716 -0.1 0.0 0.0 0.9536
Ge 0.446 -3.355 -0.129 -0.1 0.3 -0.1 -0.0003
H 1.524 -3.145 2.149 0.0 0.0 0.0 -0.0001
C -2.169 3.802 0.352 0.0 0.1 -0.1 0.0001
H -4.110 3.001 -0.133 0.0 0.0 0.0 0.0000
H -4.817 -4.970 -3.298 0.0 0.0 0.0 0.0001
C 4.812 3.184 -1.074 -0.1 0.0 0.0 -0.0066
C 2.633 -3.863 -1.880 0.1 0.1 0.0 -0.0016
Cl -4.141 -2.197 5.255 0.1 0.0 -0.1 -0.0002
H -6.065 3.062 3.842 0.0 0.0 0.0 0.0000
H 4.395 -2.073 -4.145 0.0 0.0 0.0 0.0001
H -2.225 -2.143 0.536 0.0 -0.1 0.0 0.0008
C -1.157 4.218 3.666 0.0 -0.1 -0.1 0.0017
H 4.295 -4.331 -3.152 0.0 0.0 0.0 -0.0002
C 3.646 -2.302 -3.398 0.0 0.0 0.0 -0.0003
C 1.016 4.270 4.707 -0.1 0.1 0.0 0.0014
H 0.353 -4.458 2.146 0.0 0.0 0.0 0.0004
C -4.187 2.833 2.849 0.0 0.0 0.0 0.0018
H 2.728 -1.827 1.403 0.0 0.1 0.0 0.0013
C -3.689 4.784 -1.237 0.0 0.0 0.0 -0.0003
C -1.099 -4.369 -0.646 -0.3 -0.1 -0.2 0.0018
P -1.748 2.498 1.497 0.2 -0.4 -0.4 0.0045
C -1.967 -3.951 -1.707 0.1 0.0 0.1 -0.0022
C -5.404 2.380 3.325 0.0 0.0 0.0 -0.0002
H -4.182 -6.551 -1.557 0.0 0.0 0.0 0.0000
C -1.762 -2.756 -2.443 0.0 0.0 0.0 0.0012
C 3.467 1.043 -0.010 0.0 -0.2 0.0 -0.0221
C 5.487 -0.208 0.348 0.0 0.0 0.0 -0.0031
C 3.592 -3.570 -2.840 0.0 0.0 0.0 0.0001
H -5.255 -0.828 2.260 0.0 0.0 0.0 -0.0002
C 0.618 2.822 2.850 -0.3 0.0 -0.2 0.0594
H -4.407 -2.893 -4.550 0.0 0.0 0.0 -0.0001
H -0.840 6.603 -1.009 0.0 0.0 0.0 0.0000
C 4.867 0.979 -0.105 0.1 0.0 0.0 0.0055
H 1.675 4.672 5.465 0.0 0.0 0.0 0.0002
H -0.653 5.477 5.315 0.0 0.0 0.0 -0.0001
C -4.949 0.195 2.436 0.0 0.1 0.0 0.0000
O -0.266 -1.610 0.279 -0.2 -0.4 0.2 0.0165
C -3.391 3.787 -0.323 0.0 0.0 0.0 0.0008
I 2.393 4.864 -1.722 -0.1 0.0 0.0 0.0003
H -6.737 0.707 3.499 0.0 0.0 0.0 0.0000
H 1.941 -4.694 1.395 0.0 0.0 0.0 -0.0002
C -0.298 4.723 4.626 0.1 0.0 0.0 -0.0017
C -3.320 -5.948 -1.299 -0.1 0.0 -0.1 0.0011
H 2.507 2.981 3.851 0.0 0.0 0.0 -0.0002
H 5.319 4.043 -1.491 0.0 0.0 0.0 0.0000
C 2.698 2.145 -0.480 -0.3 -0.2 0.0 0.0013
H 6.563 -0.303 0.278 0.0 0.0 0.0 0.0000
H 2.776 -0.339 -3.447 0.0 0.0 0.0 0.0000
C -1.554 5.813 -0.815 0.1 0.0 0.0 0.0000
C -1.334 -1.754 1.035 0.2 0.0 -0.1 -0.0002
H -3.079 -0.002 1.392 -0.1 0.2 0.0 0.0008
I 7.610 2.149 -0.819 0.1 0.0 0.0 0.0001
H -0.913 -2.123 -2.220 0.0 0.0 0.0 -0.0003
C -2.710 -1.753 4.387 0.2 0.1 0.4 0.0026
H -3.010 6.581 -2.185 0.0 0.0 0.0 0.0000
C -0.283 -0.929 3.108 0.0 0.0 0.3 -0.0028
C -0.460 -0.836 4.551 0.2 0.0 -0.3 0.0060
H -0.721 -5.863 0.836 0.0 0.0 0.0 0.0001
C 1.777 -1.619 -2.051 0.0 -0.1 0.0 0.0113
H -4.638 4.774 -1.756 0.0 0.0 0.0 0.0000
H -2.666 -7.252 0.246 0.0 0.0 0.0 -0.0002
C -2.615 -1.891 3.058 0.3 -0.1 -0.1 -0.0076
C -1.608 -1.218 5.144 -0.4 -0.1 0.1 0.0033
O 0.770 -0.502 2.580 -0.4 -0.2 -0.1 0.0079
C 1.136 -3.977 1.562 0.1 0.0 0.2 -0.0013
C -2.620 -2.389 -3.440 -0.1 0.0 0.0 -0.0006
H 5.182 -2.140 1.210 0.0 0.0 0.0 -0.0003
O -1.083 1.295 0.823 -0.6 0.5 0.6 -0.0055
H -3.430 -2.309 2.481 0.1 0.0 0.0 0.0002
C -2.771 5.797 -1.478 0.0 0.0 0.0 0.0006
C 2.738 -1.327 -3.007 0.0 0.0 0.0 0.0047
C -3.963 -4.345 -3.064 0.0 0.0 0.0 -0.0002
C -5.782 1.057 3.128 0.0 0.0 0.0 -0.0002
H 1.077 -0.846 -1.754 0.0 0.0 0.0 -0.0104
C 1.481 3.324 3.811 0.0 0.0 -0.1 0.0090
H -1.715 -1.112 6.215 0.0 0.0 0.0 -0.0001

***

No. 4
82
Properties=species:S:1:pos:R:3:forces:R:3:lowdin_charge:R:1 method="wB97M-V/def2-TZVPD" total_charge=-1
O 3.738 -5.200 -1.345 -0.2 -1.1 -0.8 -0.3286
H -4.714 0.540 2.556 0.5 -0.2 -0.1 0.0662
F 1.429 2.747 1.027 0.5 -2.2 0.0 -0.2969
C -0.798 -2.235 4.570 -0.4 1.6 0.4 -0.2483
S -2.535 -2.437 2.519 1.7 1.0 1.8 0.7229
H 2.514 2.110 -4.133 0.3 0.3 -0.9 0.0916
F 3.320 1.638 2.503 -2.1 -0.5 -1.1 -0.3163
O -2.057 -2.852 1.203 -1.2 0.1 0.4 -0.3607
C -1.142 3.481 -2.684 -0.5 0.4 -2.3 -0.1941
H -2.977 4.666 -2.964 0.3 0.3 0.1 0.1101
O 2.951 -5.776 0.977 -0.2 -1.2 -0.8 -0.3615
C -1.112 -1.448 3.303 -0.5 -1.4 -1.4 -0.1856
H 1.233 -6.158 -1.824 -0.8 0.2 -0.2 0.0958
H -4.556 0.025 0.056 -0.1 -0.2 0.6 0.1063
C 0.224 4.067 -2.275 0.2 -2.2 1.2 -0.2396
C 2.501 -3.430 0.068 -1.9 0.2 -1.1 -0.2015
H -5.773 1.690 1.933 0.3 0.9 -0.2 0.0980
H -1.245 2.120 1.787 -0.1 -0.2 0.2 0.0886
C -4.213 0.991 0.427 0.0 0.4 1.0 -0.1833
F 0.869 0.767 2.466 0.6 -0.1 -1.0 -0.2657
O 5.434 -1.063 -3.821 0.1 -0.1 0.2 -0.3534
H -1.257 2.404 -2.557 0.5 0.1 0.7 0.0987
H -1.295 3.560 -3.760 0.6 0.1 -0.3 0.1016
H 1.288 -0.103 -3.750 0.2 -0.3 0.1 0.1003
H 0.463 -6.075 -0.145 0.4 -0.4 -0.2 0.1005
H 2.897 -1.808 -2.675 0.2 0.2 -0.6 0.0761
H -0.268 -1.551 2.622 -0.1 -0.2 -0.3 0.0805
H 0.642 3.323 -1.597 0.2 0.2 0.5 0.0840
C -4.725 1.394 1.879 0.0 -1.2 -1.0 -0.2019
H -1.372 -0.391 3.250 -0.2 -0.1 0.8 0.0851
C 0.434 -4.149 -1.024 -1.1 0.8 -0.7 -0.2438
O -3.012 2.021 3.816 -0.2 -0.1 0.2 -0.3219
S 4.900 -0.244 -2.757 -2.2 0.8 1.4 0.7163
H 2.905 -3.037 -0.865 -0.7 0.6 -0.3 0.0555
H 1.049 4.219 -2.972 -0.7 0.3 -0.6 0.1039
H 3.128 -2.897 0.782 -0.1 -1.0 0.7 0.0990
As 2.103 1.062 1.239 2.8 1.2 0.8 0.9519
S 2.720 -5.186 -0.333 0.4 2.1 3.4 0.6791
H -0.079 -4.004 3.626 -0.3 -0.5 0.0 0.1102
C -0.894 -3.729 4.295 -2.2 0.6 -0.2 -0.1683
H -0.882 -4.209 5.274 0.3 -0.5 -0.3 0.1052
H 0.376 -3.566 1.044 0.7 -0.1 0.3 0.0811
H -2.112 3.018 0.587 -0.4 0.4 0.5 0.0768
C 3.045 -0.750 -2.458 0.0 0.9 0.4 -0.1714
S -3.484 2.523 2.555 0.1 1.4 -1.2 0.6862
C -2.400 -3.899 3.687 1.6 1.0 -0.6 -0.1676
H 1.694 0.961 -2.410 0.2 0.0 -0.1 0.0728
H -2.352 -0.011 0.748 0.4 0.3 0.5 0.0877
H -2.385 1.071 -0.599 0.6 0.3 0.1 0.0979
H 0.692 -3.675 -1.971 0.2 0.0 -0.1 0.1104
H -0.654 -4.217 -1.024 -0.1 0.1 0.0 0.1039
H 5.262 1.478 -4.152 -0.3 0.5 -0.4 0.0913
H -1.514 -1.947 5.340 -0.2 -0.1 0.1 0.1145
O -3.775 -1.691 2.779 0.9 -1.1 -0.9 -0.3601
O 5.641 -0.018 -1.508 -0.9 -0.6 -1.9 -0.3411
C 3.060 1.167 -4.159 -1.3 0.3 1.6 -0.2037
C -1.885 5.283 -1.168 0.3 1.6 1.0 -0.2028
H -3.027 3.508 -1.682 -0.1 0.2 0.3 0.0922
S -0.022 5.558 -1.371 -1.2 1.1 -1.2 0.7271
H 2.822 -0.624 -1.399 0.6 -0.1 0.1 0.0445
C 2.117 0.310 -3.175 2.3 -0.6 -0.7 -0.1689
O 0.688 5.603 -0.100 -0.9 0.2 -1.5 -0.3150
H -3.165 -3.746 4.449 0.2 0.0 0.0 0.0874
C -2.382 4.252 -2.150 0.7 -0.9 0.8 -0.2053
H 4.528 2.053 -2.660 -0.7 0.2 -0.1 0.1012
H 3.175 0.753 -5.161 -0.2 0.0 0.2 0.1117
H -2.615 -4.778 3.079 0.2 0.0 0.2 0.0837
C 4.392 1.377 -3.504 1.9 -1.4 0.8 -0.2364
O -3.879 3.930 2.437 0.0 -1.4 0.2 -0.3515
H 0.162 -1.897 4.959 0.2 -0.3 -0.1 0.1230
C 0.995 -5.560 -0.945 1.9 0.7 1.0 -0.1872
O 0.124 6.591 -2.425 0.0 -0.7 1.8 -0.3678
F 2.853 -0.566 1.486 -1.3 1.2 -0.4 -0.2893
H -2.420 6.223 -1.303 0.6 0.4 -0.4 0.0962
F 3.419 1.477 0.102 -1.5 -0.5 0.2 -0.2837
C 0.914 -3.249 0.151 1.6 -0.5 -1.1 -0.1714
F 1.098 0.371 -0.107 0.7 0.8 1.4 -0.2980
C -2.649 0.996 0.456 -1.6 -0.4 -0.3 -0.1965
H -2.041 5.172 -0.095 0.1 -1.0 0.0 0.0849
H 0.682 -2.193 0.011 -0.2 -0.1 -0.2 0.0923
C -2.217 2.201 1.300 0.5 -0.5 -0.8 -0.1983
H -4.598 1.667 -0.336 0.1 0.5 0.2 0.0936

***

No. 5
13
Properties=species:S:1:pos:R:3:forces:R:3:nbo_charge:R:1 method="wB97M-V/def2-TZVPD" relative_energy_kcal_mol=63.9 total_charge=0
H -1.995 -0.146 1.083 0.6 0.1 -2.5 0.1965
H 0.228 -2.437 -0.047 0.5 0.8 0.2 0.1960
C 0.540 0.780 -0.144 -0.9 0.0 0.3 0.4191
H -2.232 0.257 -0.789 0.8 -1.2 1.3 0.2226
C 0.622 -1.405 -0.024 -1.4 0.9 0.0 0.1639
C 1.817 0.434 -0.087 2.7 -1.7 -0.2 -0.2274
C -1.689 -0.440 -0.047 -2.6 2.2 2.4 -0.4275
O -0.052 1.932 -0.007 1.4 6.4 2.0 -0.6669
H 0.636 2.734 0.509 -3.0 -4.1 -2.6 0.5092
N 1.816 -0.968 0.090 2.0 -0.1 -1.0 -0.4433
H 2.770 1.008 -0.351 -1.7 -0.9 1.0 0.2206
N -0.263 -0.318 -0.168 0.2 -2.7 -0.1 -0.3981
H -2.198 -1.432 -0.018 1.4 0.3 -0.9 0.2352

***

No. 6
119
Properties=species:S:1:pos:R:3:forces:R:3:mulliken_spin:R:1 method="wB97M-V/def2-TZVPD" s2=3.76 multiplicity=4 total_charge=0
C -3.701 -2.566 0.667 0.0 0.0 0.0 0.0173
C -0.347 -3.544 -4.503 0.0 0.0 0.0 -0.0060
C 3.997 1.119 -2.276 0.0 0.0 0.0 0.0039
C 0.760 -0.396 -5.537 0.0 0.0 0.0 -0.0017
C -3.693 -0.728 2.329 0.0 0.0 0.0 0.0150
H 5.456 -0.456 -2.373 0.0 0.0 0.0 -0.0002
C -3.309 -0.626 -2.535 -0.1 0.1 0.0 0.0105
H -1.652 -3.488 1.674 0.0 0.0 0.0 -0.0076
C -2.792 -3.136 -0.431 0.0 0.0 0.0 0.0330
N 2.006 2.307 0.540 0.0 0.0 0.0 0.0055
N -1.362 -2.775 -0.275 0.2 0.1 0.1 0.0218
H -3.615 -3.178 1.568 0.0 0.0 0.0 0.0018
C 1.182 0.511 -6.500 0.0 0.0 0.0 0.0018
H -2.754 -2.342 3.397 0.0 0.0 0.0 -0.0016
C -4.152 2.191 -0.313 0.0 0.1 0.0 -0.0070
H -4.713 -0.990 2.662 0.0 0.0 0.0 0.0001
H 4.364 2.896 -3.491 0.0 0.0 0.0 0.0000
H 0.475 -2.835 2.632 0.0 0.0 0.0 0.0095
H 3.633 0.044 -4.096 0.0 0.0 0.0 0.0001
C 4.922 2.104 -2.990 0.0 0.0 0.0 -0.0005
C 1.253 -3.069 -2.776 0.0 0.0 0.0 0.0170
H -4.271 4.808 1.931 0.0 0.0 0.0 0.0001
C 2.649 3.460 0.146 0.0 0.0 0.0 0.0029
H -0.294 -1.029 5.641 0.0 0.0 0.0 0.0002
H 4.036 3.829 -1.508 0.0 0.0 0.0 -0.0004
C -2.262 3.085 2.612 0.0 0.0 0.0 -0.0006
H -4.563 1.460 0.388 0.0 0.0 0.0 -0.0057
O -4.494 -0.493 -2.796 0.0 0.0 0.0 0.0070
N -1.319 -0.824 3.216 -0.2 -0.1 0.0 0.0336
C 1.128 0.745 3.944 0.2 0.3 0.1 0.0018
H -3.632 0.364 2.312 0.0 0.0 0.0 -0.0134
H 1.154 2.553 -7.156 0.0 0.0 0.0 -0.0002
H -3.569 -0.564 0.253 -0.1 0.0 0.0 -0.0279
H -0.868 -3.224 -1.041 0.0 0.0 0.0 -0.0190
H -0.125 -5.428 -5.497 0.0 0.0 0.0 0.0001
V -0.802 -0.420 -0.684 -0.2 -0.3 0.1 2.6489
H -5.477 4.219 0.788 0.0 0.0 0.0 -0.0003
C -0.386 1.376 -4.381 0.0 0.0 0.0 0.0121
H 1.848 -6.099 -4.164 0.0 0.0 0.0 -0.0001
H 5.468 1.550 -3.753 0.0 0.0 0.0 0.0000
C 2.883 -0.341 6.796 0.0 0.0 0.0 0.0000
C -3.136 4.495 -0.514 0.0 0.0 0.0 -0.0010
C 0.822 1.847 -6.405 0.0 0.0 0.0 -0.0006
H -0.544 2.674 3.927 0.0 0.0 0.0 0.0001
C 1.373 -5.144 -3.985 0.0 0.0 0.0 -0.0008
C -2.394 -1.264 -3.595 0.0 0.0 0.0 -0.0048
H -0.400 -4.343 0.802 0.0 0.0 0.0 0.0034
N 2.046 -0.073 4.520 -0.1 0.0 0.0 0.0001
H -0.987 -0.096 3.841 0.1 0.1 0.0 0.0022
H 1.874 -2.908 6.374 0.0 0.0 0.0 0.0000
H -2.618 -0.843 -4.574 0.0 0.0 0.0 -0.0007
H 1.381 -2.641 4.692 0.0 0.0 0.0 -0.0003
H -2.665 5.308 0.042 0.0 0.0 0.0 -0.0001
S -0.790 2.112 -0.874 0.1 0.0 0.0 0.0053
H -3.078 3.413 3.225 0.0 0.0 0.0 -0.0006
H -4.972 2.543 -0.941 0.0 0.0 0.0 0.0003
C 3.052 0.724 2.754 0.0 0.0 0.0 -0.0008
H 2.718 0.714 7.016 0.0 0.0 0.0 0.0000
C 1.868 -4.292 -3.009 0.0 0.0 0.0 0.0123
H 1.056 -1.434 -5.612 0.0 0.0 0.0 -0.0003
H -4.022 4.887 -1.014 0.0 0.0 0.0 -0.0001
H 5.538 0.503 -0.888 0.0 0.0 0.0 -0.0003
H -3.424 1.695 -0.946 0.0 0.0 0.0 0.0204
H 1.117 -2.392 1.055 0.0 0.0 0.0 -0.0025
H 5.655 2.547 -2.314 0.0 0.0 0.0 0.0001
H 3.087 -2.527 5.148 0.0 0.0 0.0 0.0000
H 2.733 -4.577 -2.424 0.0 0.0 0.0 0.0000
C 1.860 -0.831 5.770 0.0 0.0 0.0 0.0003
C -0.022 0.032 -4.470 0.0 0.0 0.0 -0.0185
H -0.993 1.721 -3.552 0.0 0.0 0.0 0.0034
H -2.656 -2.324 -3.636 0.0 0.0 0.0 -0.0029
N -2.362 2.947 1.236 0.0 0.1 0.0 0.0039
H 1.644 -2.404 -2.012 0.0 0.0 0.0 -0.0395
H 0.245 0.436 6.468 0.0 0.0 0.0 0.0000
C 0.139 -2.682 -3.521 0.0 0.0 0.0 -0.0478
C 3.401 3.187 -0.932 0.0 0.0 0.0 -0.0011
C -3.556 3.374 0.439 0.0 0.0 0.0 0.0002
C -1.161 2.505 0.769 -0.1 -0.2 0.0 -0.0063
C 2.343 1.323 -0.322 0.0 0.0 0.0 0.0121
H -3.125 -2.776 -1.400 0.0 0.0 0.0 -0.0097
H -0.253 3.319 -5.266 0.0 0.0 0.0 0.0000
H 0.379 -1.141 7.276 0.0 0.0 0.0 0.0000
C 4.858 0.046 -1.610 0.0 0.0 0.0 -0.0004
H 2.376 -0.193 -2.872 0.0 0.0 0.0 0.0116
C 0.455 -0.622 6.318 0.0 0.0 0.0 -0.0012
N 3.221 1.846 -1.225 0.0 0.0 0.0 -0.0038
H 2.457 1.327 -3.772 0.0 0.0 0.0 -0.0025
C -1.015 2.730 2.964 0.0 0.0 0.0 0.0049
H 3.904 -0.458 6.430 0.0 0.0 0.0 0.0000
H 2.516 4.380 0.684 0.0 0.0 0.0 0.0003
H -4.957 3.172 2.101 0.0 0.0 0.0 0.0000
H 4.083 -0.703 4.075 0.0 0.0 0.0 0.0000
H 4.247 -0.694 -1.099 0.0 0.0 0.0 0.0021
P -0.624 -1.067 -3.147 0.0 0.0 -0.1 0.1946
O -2.748 -0.322 -1.420 0.0 -0.1 -0.2 -0.0053
H -2.913 -4.227 -0.435 0.0 0.0 0.0 0.0026
H 3.728 0.976 1.956 0.0 0.0 0.0 0.0003
S 1.806 -0.315 -0.282 -0.1 0.0 -0.1 0.0102
N -3.378 -1.207 1.008 0.1 0.0 0.1 0.0394
H 2.787 -0.910 7.723 0.0 0.0 0.0 0.0000
N -0.327 2.371 1.821 0.0 0.1 0.0 0.0039
H 1.537 3.428 2.363 0.0 0.0 0.0 -0.0002
H -3.016 -0.907 4.356 0.0 0.0 0.0 0.0006
S -0.372 -0.756 1.841 0.0 -0.1 0.0 0.0220
C 3.050 0.535 -3.315 0.0 0.0 0.0 -0.0071
H -2.440 4.133 -1.267 0.0 0.0 0.0 0.0009
B 1.247 2.342 1.913 0.1 -0.1 0.0 -0.0007
C -0.824 -3.348 0.983 0.0 0.0 0.0 -0.0127
N 1.772 1.236 2.847 0.1 0.1 0.0 0.0116
C -4.617 3.926 1.390 0.0 0.0 0.0 0.0005
C 2.068 -2.318 5.476 0.0 0.0 0.0 0.0001
H -4.737 -2.707 0.320 0.0 0.0 0.0 0.0002
C 0.033 2.278 -5.347 0.0 0.0 0.0 0.0030
C 3.233 -0.104 3.799 0.0 0.0 0.0 0.0002
H -1.207 -3.260 -5.099 0.0 0.0 0.0 -0.0008
H 1.796 0.172 -7.325 0.0 0.0 0.0 -0.0002
C -2.704 -1.247 3.365 0.0 0.0 -0.1 0.0081
C 0.264 -4.768 -4.733 0.0 0.0 0.0 0.0009
C 0.203 -2.453 1.647 0.0 0.0 0.0 0.0400

***

Number 1: electronic energy -9787.1955 eV. Number 2: electronic energy -14443.8616 eV. Number 3: electronic energy -173223.7767 eV. Number 4: electronic energy -173185.2758 eV. Number 5: electronic energy -9270.7330 eV. Number 6: electronic energy -129177.2295 eV.